No. 1
ORCA calculation (ωB97M-V with the def2-TZVPD basis set) on C7H10 as an isolated structure in a non-equilibrium geometry.

Geometry (Å):
C -1.665 -0.354 -0.403
C -0.588 -1.058 0.470
C 0.599 -1.070 -0.515
C 0.699 0.461 -0.678
C 1.369 0.936 0.593
C -0.438 0.315 1.168
C -0.743 0.866 -0.236
H -1.849 -0.760 -1.404
H -2.611 -0.198 0.126
H -0.794 -1.978 1.025
H 0.360 -1.594 -1.448
H 1.514 -1.511 -0.099
H 1.119 0.808 -1.630
H 2.328 0.483 0.892
H 1.393 2.028 0.734
H 0.368 0.729 1.823
H -1.061 1.896 -0.419

Summary:
HOMO level ... -0.29023 Ha
ΔE to the lowest compared entry with this formula, charge and spin ... 4.890 eV
LUMO ... 0.039 Eh
Largest force on an atom ... 1.5 eV/Å
Kohn-Sham gap ... 8.95 eV

---

No. 2
ORCA calculation (ωB97M-V with the def2-TZVPD basis set) on one molecule with the formula C7H10 in a non-equilibrium geometry.

Geometry (Å):
C 2.679 1.146 -0.441
C 1.496 0.608 -0.768
C 0.862 -0.631 -0.272
C -0.409 -0.629 0.202
C -1.162 -1.947 0.337
C -0.981 0.686 0.578
C -2.263 0.945 0.328
H 3.445 0.614 0.100
H 2.899 2.124 -0.850
H 0.796 1.212 -1.338
H 1.275 -1.609 -0.504
H -2.071 -1.792 0.914
H -1.472 -2.234 -0.673
H -0.518 -2.709 0.765
H -0.320 1.470 0.923
H -3.003 0.167 0.154
H -2.648 1.949 0.178

Summary:
SMILES ... C=C/C=C(/C)C=C
HOMO level ... -0.30463 Ha
ΔE to the lowest compared entry with this formula, charge and spin ... 2.202 eV
LUMO ... 0.026 Eh
Largest force on an atom ... 1.8 eV/Å
Kohn-Sham gap ... 9.01 eV

---

No. 3
ORCA calculation (ωB97M-V with the def2-TZVPD basis set) on one molecule with the formula C7H10 in a non-equilibrium geometry.

Geometry (Å):
C -1.209 1.323 0.321
C -0.051 0.271 0.080
C 1.363 0.578 0.409
C -0.741 -1.104 0.182
C 0.166 -2.246 -0.059
C 0.596 -1.805 -1.245
C -0.340 -0.577 -1.157
H -0.855 2.230 0.506
H -1.863 1.129 1.165
H -1.820 1.429 -0.504
H 1.546 1.464 -0.124
H 1.836 -0.376 0.138
H 1.404 0.856 1.516
H -1.760 -1.368 0.612
H 0.484 -3.178 0.565
H 1.252 -1.956 -2.062
H -1.050 -0.198 -1.994

Summary:
SMILES ... CC1(C)[C@@H]2C=C[C@@H]21
HOMO level ... -0.31243 Ha
ΔE to the lowest compared entry with this formula, charge and spin ... 4.019 eV
LUMO ... 0.043 Eh
Largest force on an atom ... 4.6 eV/Å
Kohn-Sham gap ... 9.66 eV

---

No. 4
ORCA calculation (ωB97M-V with the def2-TZVPD basis set) on a 3-piece molecular cluster, C7H10 overall.

Geometry (Å):
C 1.447 -1.325 -0.080
C 0.349 -0.446 -0.129
C -1.107 -0.867 0.064
C -1.565 0.497 -0.431
C -0.701 1.562 0.170
C 0.508 0.839 0.595
C -0.260 0.858 -1.080
H 1.285 -2.380 -0.285
H 2.432 -0.948 -0.351
H 1.463 -0.857 1.534
H -1.375 -1.153 1.088
H -1.380 -1.657 -0.641
H -2.538 0.761 -0.830
H -0.924 2.614 0.265
H 1.152 -0.131 1.976
H 1.456 1.372 0.528
H 0.102 1.279 -2.006

Summary:
HOMO level ... -0.26264 Ha
ΔE to the lowest compared entry with this formula, charge and spin ... 6.890 eV
LUMO ... 0.034 Eh
Largest force on an atom ... 0.6 eV/Å
Kohn-Sham gap ... 8.08 eV

---

No. 5
ORCA calculation (ωB97M-V with the def2-TZVPD basis set) on one molecule with the formula C7H10 in a non-equilibrium geometry.

Geometry (Å):
C 1.957 -0.187 -0.911
C 1.942 0.164 0.360
C 1.134 0.278 1.384
C -0.321 -0.069 0.869
C -1.099 1.238 0.652
C -0.261 -0.982 -0.322
C -1.128 -0.878 -1.322
H 1.693 0.521 -1.689
H 2.255 -1.177 -1.235
H 1.349 0.645 2.394
H -0.893 -0.705 1.564
H -2.181 1.110 0.519
H -0.948 1.858 1.538
H -0.718 1.794 -0.214
H 0.271 -1.920 -0.160
H -1.422 -1.750 -1.888
H -1.629 0.060 -1.540

Summary:
SMILES ... C=C=C[C@@H](C)C=C
HOMO level ... -0.32691 Ha
ΔE to the lowest compared entry with this formula, charge and spin ... 3.537 eV
LUMO ... 0.039 Eh
Largest force on an atom ... 1.4 eV/Å
Kohn-Sham gap ... 9.94 eV

---

No. 6
ORCA calculation (ωB97M-V with the def2-TZVPD basis set) on one molecule with the formula C7H10 in a non-equilibrium geometry.

Geometry (Å):
C 0.050 -2.062 -0.538
C -0.294 -0.691 -0.164
C 0.581 0.415 -0.150
C 2.000 0.632 0.318
C -0.343 1.511 0.258
C -1.830 1.047 0.132
C -1.808 -0.276 0.172
H -0.970 -2.347 -1.011
H 0.168 -2.790 0.300
H 0.896 -2.158 -1.221
H 2.779 -0.097 0.155
H 1.714 0.850 1.325
H 2.369 1.519 -0.115
H -0.155 2.232 -0.461
H -0.208 1.822 1.231
H -2.639 1.798 -0.129
H -2.310 -1.404 -0.101

Summary:
SMILES ... CC1=C(C)CC=C1
HOMO level ... -0.29286 Ha
ΔE to the lowest compared entry with this formula, charge and spin ... 3.748 eV
LUMO ... 0.035 Eh
Largest force on an atom ... 6.8 eV/Å
Kohn-Sham gap ... 8.93 eV

---

No. 7
ORCA calculation (ωB97M-V with the def2-TZVPD basis set) on a 2-piece molecular cluster, C7H10 overall.

Geometry (Å):
C -0.992 1.003 -0.758
C 0.304 0.643 -0.816
C 1.539 0.335 0.016
C 1.025 -0.467 1.184
C 1.155 -1.152 -0.141
C 0.057 -0.774 -1.171
C -1.461 -0.440 -0.973
H -1.525 1.894 -0.439
H 2.518 0.802 0.016
H 1.776 -0.759 1.916
H 0.049 -0.247 1.612
H 1.830 -1.994 -0.264
H 0.333 -1.085 -2.182
H -1.857 -0.854 -0.036
H -2.150 -0.689 -1.789
H -1.569 1.641 1.859
H -1.032 2.141 1.967

Summary:
SMILES ... C1=C2[C@H]3C[C@H]3[C@H]2C1.[H][H]
HOMO level ... -0.31628 Ha
ΔE to the lowest compared entry with this formula, charge and spin ... 5.485 eV
LUMO ... 0.042 Eh
Largest force on an atom ... 0.3 eV/Å
Kohn-Sham gap ... 9.75 eV

---

No. 8
ORCA calculation (ωB97M-V with the def2-TZVPD basis set) on C7H10 as an isolated structure.

Geometry (Å):
C -0.748 0.171 -1.382
C 0.409 -0.649 -0.731
C 1.188 0.391 -0.110
C 0.190 0.891 0.890
C 0.041 -0.408 1.743
C -0.600 -0.961 0.475
C -1.122 0.443 0.087
H -0.453 0.989 -2.046
H -1.504 -0.467 -1.856
H 1.322 -0.767 -1.741
H 1.755 0.093 -1.999
H 2.247 0.593 -0.178
H 0.320 1.870 1.353
H 0.957 -0.875 2.126
H -0.682 -0.267 2.552
H -1.215 -1.860 0.420
H -2.105 0.814 0.397

Summary:
HOMO level (alpha / beta) ... -0.28183 / -0.28686 Ha
ΔE to the lowest compared entry with this formula, charge and spin ... 7.722 eV
LUMO (alpha / beta) ... -0.008 / 0.007 Eh
Largest force on an atom ... 0.5 eV/Å
Kohn-Sham gap (alpha / beta) ... 7.46 / 7.99 eV